Formula: C3H5ClFN
Source: the OMol25 dataset
Level of theory: ωB97M-V with the def2-TZVPD basis set

Structure (ORCA input):
```
! RIJCOSX wB97M-V def2-TZVPD def2/J DEFGRID3
* xyz 0 1
F -1.582 1.652 -0.207
C -1.298 0.334 0.345
Cl -2.630 -0.822 0.009
C 0.018 -0.071 -0.348
C 1.368 0.156 0.231
N 0.769 -1.206 0.092
H -1.219 0.480 1.399
H -0.121 -0.085 -1.379
H 2.264 0.394 -0.435
H 1.124 0.659 1.266
H 1.305 -1.492 -0.974
*
```

* HOMO-LUMO gap: 10.85 eV
* strongest force on any atom: 4.8 eV Å⁻¹
* E_HOMO: -10.17 eV
* energy: -19919.528 eV
* relative energy (zero: lowest compared OMol25 entry of this formula, charge and spin): 154.5 kJ/mol
* structure (SMILES): F[C@@H](Cl)[C@H]1CN1


Formula: C3H5ClN2O
Source: the OMol25 dataset
Level of theory: ωB97M-V with the def2-TZVPD basis set

Structure (ORCA input):
```
! RIJCOSX wB97M-V def2-TZVPD def2/J DEFGRID3
* xyz 0 1
H -2.669 0.563 0.129
N -2.123 1.372 0.357
C -0.891 1.073 0.248
N -0.371 -0.261 0.142
O -1.383 -1.193 -0.237
C 0.854 -0.570 -0.488
C 2.042 -0.141 -0.098
Cl 2.342 0.782 1.312
H -0.130 1.842 0.280
H -1.357 -1.928 0.441
H 0.759 -1.162 -1.416
H 2.927 -0.376 -0.669
*
```

* HOMO-LUMO gap: 9.60 eV
* strongest force on any atom: 1.6 eV Å⁻¹
* E_HOMO: -9.00 eV
* energy: -20739.500 eV
* relative energy (zero: lowest compared OMol25 entry of this formula, charge and spin): 300.8 kJ/mol
* structure (SMILES): [H]/N=C\N(O)/C=C\Cl


Formula: C3H5ClN2O
Source: the OMol25 dataset
Level of theory: ωB97M-V with the def2-TZVPD basis set

Structure (ORCA input):
```
! RIJCOSX wB97M-V def2-TZVPD def2/J DEFGRID3
* xyz 0 1
O 1.198 -1.407 -0.120
N 0.944 -1.175 1.216
C -0.153 -0.553 1.420
N -1.083 -0.080 0.503
C -0.852 0.634 -0.675
C 0.328 1.071 -1.136
Cl 0.420 1.935 -2.634
H 2.039 -1.888 -0.077
H -0.432 -0.415 2.475
H -1.948 0.154 0.916
H -1.748 0.845 -1.236
H 1.285 0.879 -0.654
*
```

* HOMO-LUMO gap: 9.08 eV
* strongest force on any atom: 1.1 eV Å⁻¹
* E_HOMO: -8.35 eV
* energy: -20739.803 eV
* relative energy (zero: lowest compared OMol25 entry of this formula, charge and spin): 271.6 kJ/mol
* structure (SMILES): O/N=C\N/C=C/Cl


Formula: C3H5ClNO
Source: the OMol25 dataset
Level of theory: ωB97M-V with the def2-TZVPD basis set

Structure (ORCA input):
```
! RIJCOSX wB97M-V def2-TZVPD def2/J DEFGRID3
* xyz -1 1
C 1.000 1.837 -0.635
C 1.748 1.054 0.071
C -0.347 -1.102 0.717
N 0.645 -0.850 -0.158
O 1.116 -1.800 -0.747
Cl -3.210 -0.437 -0.180
H -0.018 1.599 -0.815
H 1.599 2.771 -1.027
H -0.401 -0.349 1.467
H -1.481 -0.526 0.292
H -0.651 -2.196 1.016
*
```

* HOMO-LUMO gap (alpha / beta): 8.53 / 8.53 eV
* strongest force on any atom: 3.4 eV Å⁻¹
* E_HOMO (alpha / beta): -4.78 / -4.78 eV
* energy: -19247.224 eV
* relative energy (zero: lowest compared OMol25 entry of this formula, charge and spin): 295.2 kJ/mol


Formula: C3H5ClNO
Source: the OMol25 dataset
Level of theory: ωB97M-V with the def2-TZVPD basis set

Structure (ORCA input):
```
! RIJCOSX wB97M-V def2-TZVPD def2/J DEFGRID3
* xyz 1 1
C -1.544 0.047 -0.605
C -0.247 -1.953 0.102
C 1.633 1.581 0.245
N -0.850 -0.920 -0.195
O 0.818 0.752 -0.089
Cl -3.009 0.510 -0.059
H -0.967 0.829 -1.096
H 0.219 -1.817 1.135
H -0.006 -2.796 -0.597
H 1.657 2.632 0.087
H 2.294 1.135 1.073
*
```

* HOMO-LUMO gap: 9.22 eV
* strongest force on any atom: 4.7 eV Å⁻¹
* E_HOMO: -14.39 eV
* energy: -19241.634 eV
* relative energy (zero: lowest compared OMol25 entry of this formula, charge and spin): 139.9 kJ/mol


Formula: C3H5ClNP
Source: the OMol25 dataset
Level of theory: ωB97M-V with the def2-TZVPD basis set

Structure (ORCA input):
```
! RIJCOSX wB97M-V def2-TZVPD def2/J DEFGRID3
* xyz 0 1
C -0.802 1.795 -0.839
C 0.559 1.630 -0.726
C 1.154 0.404 -0.502
N 1.326 -0.730 -0.593
H -1.069 2.770 -1.246
H -1.473 0.983 -0.610
H 1.258 2.316 -1.065
P -0.823 -2.128 1.342
Cl 0.225 -2.146 3.031
H 0.195 -1.506 0.404
H -0.550 -3.389 0.803
*
```

* HOMO-LUMO gap: 8.68 eV
* strongest force on any atom: 3.4 eV Å⁻¹
* E_HOMO: -8.90 eV
* energy: -26491.173 eV
* relative energy (zero: lowest compared OMol25 entry of this formula, charge and spin): 212.2 kJ/mol
* structure (SMILES): C=CC#N.PCl


Formula: C3H5ClO
Source: the OMol25 dataset
Level of theory: ωB97M-V with the def2-TZVPD basis set

Structure (ORCA input):
```
! RIJCOSX wB97M-V def2-TZVPD def2/J DEFGRID3
* xyz 0 1
C 0.191 -0.872 1.274
C 0.157 0.317 0.552
Cl 0.924 1.729 1.258
C -0.518 0.476 -0.814
O -0.090 -0.332 -1.915
H -0.287 -1.813 1.073
H 0.763 -0.840 2.211
H -1.594 0.110 -0.745
H -0.383 1.573 -0.993
H 0.837 -0.349 -1.901
*
```

* HOMO-LUMO gap: 10.29 eV
* strongest force on any atom: 4.1 eV Å⁻¹
* E_HOMO: -9.60 eV
* energy: -17760.545 eV
* relative energy (zero: lowest compared OMol25 entry of this formula, charge and spin): 118.9 kJ/mol
* structure (SMILES): C=C(Cl)CO


Formula: C3H5ClO
Source: the OMol25 dataset
Level of theory: ωB97M-V with the def2-TZVPD basis set

Structure (ORCA input):
```
! RIJCOSX wB97M-V def2-TZVPD def2/J DEFGRID3
* xyz 0 1
O 2.153 -0.729 0.036
C 0.979 -0.138 -0.462
C 0.627 1.227 -0.046
C -0.146 0.033 0.557
Cl -1.796 -0.217 -0.065
H 2.354 0.061 0.483
H 0.779 -0.536 -1.419
H 0.095 1.922 -0.758
H 1.323 1.708 0.627
H 0.001 -0.372 1.590
*
```

* HOMO-LUMO gap: 10.59 eV
* strongest force on any atom: 3.1 eV Å⁻¹
* E_HOMO: -9.61 eV
* energy: -17760.243 eV
* relative energy (zero: lowest compared OMol25 entry of this formula, charge and spin): 148.1 kJ/mol
* structure (SMILES): O[C@@H]1C[C@H]1Cl


Formula: C3H5ClO
Source: the OMol25 dataset
Level of theory: ωB97M-V with the def2-TZVPD basis set

Structure (ORCA input):
```
! RIJCOSX wB97M-V def2-TZVPD def2/J DEFGRID3
* xyz 0 1
C -1.352 -0.133 -0.573
C 0.042 0.687 -0.201
C 0.141 1.881 0.303
H -0.296 -1.123 1.704
H -2.149 0.513 -0.938
H -1.111 -0.763 -1.454
H -0.680 2.769 -0.052
H 1.130 2.149 0.607
O -1.662 -0.886 0.526
Cl 1.378 -0.651 -0.073
*
```

* HOMO-LUMO gap: 8.08 eV
* strongest force on any atom: 4.5 eV Å⁻¹
* E_HOMO: -9.88 eV
* energy: -17755.491 eV
* relative energy (zero: lowest compared OMol25 entry of this formula, charge and spin): 606.6 kJ/mol


Formula: C3H5ClO2
Source: the OMol25 dataset
Level of theory: ωB97M-V with the def2-TZVPD basis set

Structure (ORCA input):
```
! RIJCOSX wB97M-V def2-TZVPD def2/J DEFGRID3
* xyz 0 1
O 0.218 -1.582 -1.861
C 1.065 -1.246 -1.090
O 0.873 -0.646 0.091
C -0.417 -0.776 0.678
C -1.200 0.461 0.280
Cl -0.170 1.771 0.836
H 2.146 -1.418 -1.125
H -0.930 -1.622 0.295
H -0.400 -0.823 1.762
H -2.216 0.571 0.635
H -1.122 0.378 -0.827
*
```

* HOMO-LUMO gap: 11.56 eV
* strongest force on any atom: 2.0 eV Å⁻¹
* E_HOMO: -10.66 eV
* energy: -19808.979 eV
* relative energy (zero: lowest compared OMol25 entry of this formula, charge and spin): 82.3 kJ/mol
* structure (SMILES): O=COCCCl


Formula: C3H5ClO2
Source: the OMol25 dataset
Level of theory: ωB97M-V with the def2-TZVPD basis set

Structure (ORCA input):
```
! RIJCOSX wB97M-V def2-TZVPD def2/J DEFGRID3
* xyz 0 1
O 0.638 1.911 -0.439
C -0.030 1.352 0.370
C 0.036 -0.126 0.466
Cl 1.554 -0.856 -0.039
C -1.061 -0.758 -0.264
O -2.421 -0.201 -0.075
H -0.687 1.875 1.030
H -0.014 -0.353 1.585
H -1.215 -1.869 -0.094
H -0.961 -0.607 -1.395
H -2.951 -0.970 0.213
*
```

* HOMO-LUMO gap: 10.67 eV
* strongest force on any atom: 5.2 eV Å⁻¹
* E_HOMO: -10.28 eV
* energy: -19808.163 eV
* relative energy (zero: lowest compared OMol25 entry of this formula, charge and spin): 161.1 kJ/mol
* structure (SMILES): O=C[C@H](Cl)CO


Formula: C3H5ClO2S
Source: the OMol25 dataset
Level of theory: ωB97M-V with the def2-TZVPD basis set

Structure (ORCA input):
```
! RIJCOSX wB97M-V def2-TZVPD def2/J DEFGRID3
* xyz 0 1
C 1.140 -0.074 -0.727
C 1.642 -0.152 -1.913
C 0.564 -0.033 0.428
O -3.133 -3.453 2.441
O -3.019 -3.276 0.013
S -2.404 -2.741 1.216
Cl -0.507 -3.711 1.388
H 1.598 -1.058 -2.669
H 2.230 0.659 -2.195
H -3.594 -4.278 2.065
H 1.212 -0.252 1.354
H -0.339 0.493 0.483
*
```

* HOMO-LUMO gap: 9.98 eV
* strongest force on any atom: 3.1 eV Å⁻¹
* E_HOMO: -9.96 eV
* energy: -30641.944 eV
* relative energy (zero: lowest compared OMol25 entry of this formula, charge and spin): 220.3 kJ/mol


Formula: C3H5ClO2S
Source: the OMol25 dataset
Level of theory: ωB97M-V with the def2-TZVPD basis set

Structure (ORCA input):
```
! RIJCOSX wB97M-V def2-TZVPD def2/J DEFGRID3
* xyz 0 1
C -1.120 -0.022 0.242
C 1.141 -0.224 -0.702
C 0.299 0.313 0.506
O -3.392 0.618 -0.625
O 0.768 -0.301 1.657
S -2.237 1.160 0.105
Cl -1.531 -1.560 -0.211
H 1.128 -1.368 -0.789
H 2.233 0.143 -0.797
H 0.614 0.158 -1.510
H 0.317 1.408 0.615
H 1.779 -0.324 1.509
*
```

* HOMO-LUMO gap: 8.88 eV
* strongest force on any atom: 2.9 eV Å⁻¹
* E_HOMO: -9.29 eV
* energy: -30642.690 eV
* relative energy (zero: lowest compared OMol25 entry of this formula, charge and spin): 148.2 kJ/mol


Formula: C3H5ClO2S
Source: the OMol25 dataset
Level of theory: ωB97M-V with the def2-TZVPD basis set

Structure (ORCA input):
```
! RIJCOSX wB97M-V def2-TZVPD def2/J DEFGRID3
* xyz 0 1
C -0.067 1.207 1.195
C 0.236 1.042 -0.285
C 0.343 0.030 -1.123
S -0.209 -1.498 -0.356
O 0.644 -1.942 0.689
O -1.616 -1.446 0.043
Cl -0.198 -2.890 -1.845
H 0.219 0.253 1.646
H 0.519 2.024 1.634
H -1.153 1.195 1.173
H 0.613 2.110 -0.664
H 0.669 -0.084 -2.106
*
```

* HOMO-LUMO gap: 11.15 eV
* strongest force on any atom: 5.0 eV Å⁻¹
* E_HOMO: -10.82 eV
* energy: -30642.694 eV
* relative energy (zero: lowest compared OMol25 entry of this formula, charge and spin): 147.9 kJ/mol
* structure (SMILES): C/C=C\S(=O)(=O)Cl


Formula: C3H5ClOS
Source: the OMol25 dataset
Level of theory: ωB97M-V with the def2-TZVPD basis set

Structure (ORCA input):
```
! RIJCOSX wB97M-V def2-TZVPD def2/J DEFGRID3
* xyz 0 1
O 0.622 1.380 -0.287
C 0.099 0.240 0.407
C 0.851 -0.975 0.517
S 2.299 -1.174 -0.441
C -1.084 0.070 -0.464
Cl -2.438 -1.031 -0.247
H 1.606 1.268 -0.234
H -0.359 0.792 1.321
H 0.494 -1.714 1.453
H -0.649 -0.037 -1.464
H -1.441 1.180 -0.561
*
```

* HOMO-LUMO gap: 8.27 eV
* strongest force on any atom: 4.7 eV Å⁻¹
* E_HOMO: -9.47 eV
* energy: -28594.668 eV
* relative energy (zero: lowest compared OMol25 entry of this formula, charge and spin): 238.6 kJ/mol
* structure (SMILES): O[C@H](C=S)CCl


Formula: C3H5ClOS
Source: the OMol25 dataset
Level of theory: ωB97M-V with the def2-TZVPD basis set

Structure (ORCA input):
```
! RIJCOSX wB97M-V def2-TZVPD def2/J DEFGRID3
* xyz 0 3
C 0.179 -0.355 1.191
C 1.060 -0.409 0.028
C 0.538 -0.370 -1.206
O -0.718 0.872 1.115
S -0.973 1.786 -0.170
Cl -2.800 1.110 -0.787
H 0.437 -0.318 2.217
H -0.618 -1.053 1.092
H 2.179 -0.268 0.208
H 1.115 -0.226 -2.079
H -0.399 -0.769 -1.608
*
```

* HOMO-LUMO gap (alpha / beta): 4.61 / 5.68 eV
* strongest force on any atom: 5.6 eV Å⁻¹
* E_HOMO (alpha / beta): -4.90 / -8.77 eV
* energy: -28590.634 eV
* relative energy (zero: lowest compared OMol25 entry of this formula, charge and spin): 196.2 kJ/mol


Formula: C3H5CoLiO3
Source: the OMol25 dataset
Level of theory: ωB97M-V with the def2-TZVPD basis set

Structure (ORCA input):
```
! RIJCOSX wB97M-V def2-TZVPD def2/J DEFGRID3
* xyz 2 4
H -2.326 -0.541 -1.833
O 1.036 -1.141 -0.037
C 1.167 0.175 0.448
C -0.139 0.899 0.693
O -0.817 1.260 -0.547
C -1.801 0.625 -1.057
O -1.923 -0.655 -0.741
Li 2.680 -1.822 -0.476
Co -0.574 -1.965 -0.127
H 1.768 0.781 -0.252
H 1.691 0.181 1.419
H 0.067 1.864 1.167
H -0.828 0.340 1.342
*
```

* HOMO-LUMO gap (alpha / beta): 7.88 / 6.97 eV
* strongest force on any atom: 3.2 eV Å⁻¹
* E_HOMO (alpha / beta): -17.80 / -17.78 eV
* energy: -47144.973 eV


Formula: C3H5CrLiO3
Source: the OMol25 dataset
Level of theory: ωB97M-V with the def2-TZVPD basis set

Structure (ORCA input):
```
! RIJCOSX wB97M-V def2-TZVPD def2/J DEFGRID3
* xyz 4 5
H -0.235 -0.751 -3.227
O -1.212 -0.394 0.971
C 0.080 0.049 1.310
C 0.779 0.738 0.168
O 1.373 -0.313 -0.730
C 0.853 -0.707 -1.767
O -0.036 -0.149 -2.454
Cr -1.668 -2.145 0.861
Li -2.453 0.984 1.021
H 0.717 -0.770 1.679
H 0.046 0.798 2.121
H 1.643 1.316 0.504
H 0.115 1.346 -0.456
*
```

* HOMO-LUMO gap (alpha / beta): 4.72 / 5.78 eV
* strongest force on any atom: 8.9 eV Å⁻¹
* E_HOMO (alpha / beta): -28.55 / -29.59 eV
* energy: -37901.291 eV


Formula: C3H5CuLiO3
Source: the OMol25 dataset
Level of theory: ωB97M-V with the def2-TZVPD basis set

Structure (ORCA input):
```
! RIJCOSX wB97M-V def2-TZVPD def2/J DEFGRID3
* xyz 1 3
O 0.899 -1.150 0.048
C 1.476 0.095 -0.006
C -0.508 -1.276 -0.174
O 1.928 0.841 -0.963
O -0.098 0.850 0.247
C -1.037 -0.107 0.654
H -0.840 -2.246 0.211
H -0.728 -1.156 -1.244
H -0.934 -0.256 1.739
H -2.054 0.190 0.371
H 2.369 -0.136 0.621
Cu 0.734 2.404 -0.544
Li -1.207 1.947 -0.961
*
```

* HOMO-LUMO gap (alpha / beta): 8.09 / 7.21 eV
* strongest force on any atom: 3.2 eV Å⁻¹
* E_HOMO (alpha / beta): -12.39 / -14.84 eV
* energy: -54167.090 eV
* relative energy (zero: lowest compared OMol25 entry of this formula, charge and spin): 347.2 kJ/mol


Formula: C3H5F2N
Source: the OMol25 dataset
Level of theory: ωB97M-V with the def2-TZVPD basis set

Structure (ORCA input):
```
! RIJCOSX wB97M-V def2-TZVPD def2/J DEFGRID3
* xyz 0 1
C 1.145 0.967 -1.014
C 0.294 0.644 -0.218
C -0.738 0.226 0.721
H 1.888 1.410 -1.568
H -0.227 -0.312 1.535
H -1.299 -0.560 0.180
H -1.275 1.128 0.960
F -0.207 -3.469 -1.822
N 0.858 -2.729 -2.141
F 0.737 -2.436 -3.470
H 0.466 -1.783 -1.747
*
```

* HOMO-LUMO gap: 11.10 eV
* strongest force on any atom: 4.2 eV Å⁻¹
* E_HOMO: -10.33 eV
* energy: -10111.045 eV
* relative energy (zero: lowest compared OMol25 entry of this formula, charge and spin): 510.2 kJ/mol
* structure (SMILES): C#CC.FNF